This record from the OMol25 dataset describes a cluster of 13 separate species, C37H78Br24ClINO5P2 in total in a non-equilibrium geometry. The level of theory is ωB97M-V/def2-TZVPD.

Each line ends with the Löwdin charge.
Cartesian coordinates (Å):
C (-1.65598, -2.52028, 1.07160)  -0.1492
C (-0.58793, -2.03429, 0.06529)  -0.2537
C (-1.18537, -1.44595, -1.25463)  -0.3104
N (-0.80282, -0.08090, -1.57358)  -0.2276
P (-1.91356, 1.28972, -1.36990)  0.4749
I (0.00507, 2.54792, 0.07360)  0.2796
C (-2.55078, 0.58112, 0.29794)  -0.3892
C (-3.28993, 1.67171, 1.08314)  -0.3027
P (-5.06786, 1.61424, 0.90039)  0.4970
O (-5.58458, 2.22558, -0.33386)  -0.2501
O (-5.68046, 2.35257, 2.20763)  -0.2237
C (-5.25503, 3.72444, 2.28270)  -0.3103
C (-4.14512, 3.94353, 3.32223)  -0.0747
O (-5.47347, 0.08859, 1.10842)  -0.2157
C (-6.62283, -0.38797, 0.37523)  -0.2522
C (-6.66093, -1.91860, 0.49093)  -0.0583
C (-1.14800, 2.14485, -2.91016)  -0.3963
O (-1.31742, 3.55014, -2.76957)  -0.3240
C (-1.37265, 4.20837, -4.00225)  -0.1563
C (-3.33363, 0.47559, -2.43852)  -0.2643
C (-4.34558, 1.39696, -3.01612)  -0.7788
O (-4.28895, 2.54038, -3.27466)  0.0645
Cl (-5.92636, 0.49912, -3.48994)  0.4872
H (-1.26561, -3.32103, 1.70348)  0.0594
H (-1.91177, -1.68729, 1.72796)  0.0325
H (-2.56488, -2.84233, 0.57453)  0.0044
H (-0.00188, -2.92253, -0.17513)  0.0198
H (0.06722, -1.28983, 0.51602)  0.0812
H (-0.77275, -2.06475, -2.06100)  0.0469
H (-2.25572, -1.66773, -1.24513)  0.0638
H (-0.36308, -0.06234, -2.48460)  -0.0344
H (-2.73207, 2.45175, -1.18440)  0.0080
H (-3.18463, -0.29498, 0.18461)  0.0562
H (-1.65939, 0.34805, 0.87528)  0.0028
H (-2.90648, 2.66703, 0.84448)  0.0307
H (-3.07928, 1.51157, 2.14673)  0.0930
H (-4.97040, 4.10590, 1.29926)  0.0162
H (-6.12872, 4.29648, 2.60430)  0.1110
H (-4.42139, 4.72397, 4.03206)  0.0661
H (-3.21787, 4.27022, 2.85043)  0.0607
H (-3.96845, 3.01175, 3.85682)  0.0658
H (-7.54188, 0.08037, 0.72566)  0.1154
H (-6.49778, -0.11243, -0.67058)  0.0684
H (-7.59947, -2.23310, 0.94690)  0.0645
H (-5.80851, -2.25389, 1.07701)  0.0655
H (-6.61472, -2.37000, -0.49923)  0.0679
H (-1.67335, 1.83863, -3.82331)  0.0808
H (-0.07012, 1.95376, -2.99296)  0.0464
H (-2.24045, 3.89999, -4.59732)  0.0834
H (-0.44661, 4.07637, -4.58066)  0.0228
H (-1.48100, 5.27695, -3.79700)  0.0867
H (-3.85721, -0.33631, -1.93586)  0.0558
H (-2.84600, 0.01478, -3.30550)  0.0948
Br (0.47928, 1.72640, -6.67822)  0.6201
C (1.83127, 1.26179, -5.35422)  -0.7351
C (2.15151, -0.20592, -5.37627)  -0.7144
Br (0.75357, -1.25896, -4.53041)  0.6850
H (1.45628, 1.59724, -4.39228)  0.0177
H (2.70640, 1.84644, -5.62122)  0.0045
H (3.04737, -0.41061, -4.79703)  -0.0133
H (2.27293, -0.59580, -6.38319)  0.0112
Br (3.39681, -2.83643, 2.24137)  0.6459
C (3.46059, -4.29324, 0.95149)  -0.6885
C (3.96278, -3.84015, -0.39453)  -0.6813
Br (2.58477, -2.87562, -1.36139)  0.6465
H (2.45945, -4.70790, 0.89774)  -0.0003
H (4.13647, -5.02718, 1.38619)  0.0556
H (4.20426, -4.70056, -1.01606)  0.0558
H (4.82855, -3.18753, -0.32564)  0.0241
Br (-2.41929, 8.58239, 2.49518)  0.5946
C (-3.67911, 8.72965, 1.01947)  -0.7043
C (-4.55278, 7.50898, 0.90513)  -0.6916
Br (-3.60300, 6.00377, 0.13518)  0.7228
H (-3.09218, 8.90175, 0.12318)  0.0477
H (-4.27925, 9.61038, 1.23916)  0.0515
H (-5.38513, 7.70399, 0.23168)  0.0576
H (-4.93541, 7.18508, 1.86894)  0.0460
Br (0.59581, -6.21218, -0.81427)  0.6270
C (-0.46476, -6.20658, -2.44776)  -0.6747
C (-1.17294, -4.89588, -2.65615)  -0.6714
Br (-2.70672, -4.70508, -1.48058)  0.7045
H (-1.14825, -7.04603, -2.37432)  0.0460
H (0.24625, -6.38299, -3.25246)  0.0579
H (-1.56841, -4.83927, -3.66828)  0.0647
H (-0.52691, -4.04329, -2.47197)  0.0174
Br (0.23320, -0.35128, 3.65493)  0.6348
C (0.58765, -1.63625, 5.06250)  -0.6884
C (-0.57951, -2.57515, 5.21158)  -0.6637
Br (-2.09150, -1.69140, 6.05563)  0.6124
H (0.79416, -1.06937, 5.96550)  0.0234
H (1.47971, -2.18496, 4.76395)  0.0302
H (-0.32699, -3.41946, 5.85060)  0.0599
H (-0.93850, -2.93586, 4.25214)  0.0367
Br (4.12110, -0.76762, -8.87580)  0.6111
C (5.47351, -0.15047, -7.62124)  -0.6768
C (6.22632, -1.28519, -6.97493)  -0.6698
Br (5.15509, -2.17372, -5.62017)  0.6343
H (4.95674, 0.46803, -6.89274)  0.0383
H (6.15154, 0.46801, -8.20563)  0.0565
H (7.09828, -0.89861, -6.45085)  0.0588
H (6.53383, -2.04932, -7.68015)  0.0060
Br (4.53566, 2.07166, -3.42376)  0.6683
C (4.91609, 3.78501, -4.25692)  -0.6836
C (4.20313, 4.90023, -3.53858)  -0.6898
Br (2.30496, 4.90195, -3.95231)  0.6808
H (4.61551, 3.70975, -5.29810)  0.0453
H (5.99566, 3.90930, -4.19897)  0.0533
H (4.58170, 5.86691, -3.86474)  0.0542
H (4.28891, 4.81830, -2.45942)  0.0533
Br (0.48889, -0.40343, 9.20221)  0.6085
C (-1.42211, -0.18441, 9.49443)  -0.7130
C (-1.93929, -1.14203, 10.53628)  -0.6951
Br (-2.08298, -2.94541, 9.82788)  0.5907
H (-1.89928, -0.32064, 8.52882)  -0.0405
H (-1.55100, 0.84417, 9.82451)  0.0602
H (-2.94660, -0.86455, 10.84020)  0.0548
H (-1.29741, -1.19541, 11.40969)  0.0454
Br (-4.91746, -0.07015, 7.58507)  0.5959
C (-5.55857, 0.35582, 5.79244)  -0.6782
C (-6.58645, -0.63252, 5.31092)  -0.6877
Br (-5.79511, -2.32602, 4.78371)  0.6034
H (-4.68174, 0.39784, 5.15315)  0.0449
H (-5.99959, 1.34681, 5.87110)  0.0590
H (-7.07859, -0.25015, 4.41929)  0.0573
H (-7.32843, -0.85891, 6.07003)  0.0464
Br (4.18970, 1.10879, 3.00909)  0.6060
C (5.87286, 0.29209, 2.48270)  -0.7460
C (6.33335, 0.80719, 1.14620)  -0.6793
Br (5.32646, -0.00383, -0.31135)  0.6108
H (5.72561, -0.78349, 2.49134)  -0.0046
H (6.58097, 0.56571, 3.26136)  -0.0119
H (7.37072, 0.53282, 0.96417)  0.0538
H (6.22011, 1.88277, 1.05482)  0.0507
Br (9.05603, 0.81034, 5.03352)  0.6166
C (7.89296, 0.49095, 6.56162)  -0.6861
C (7.63643, -0.97778, 6.77132)  -0.6943
Br (6.37688, -1.67568, 5.46846)  0.6529
H (6.97967, 1.04935, 6.38128)  0.0546
H (8.41621, 0.91280, 7.41682)  0.0554
H (7.17492, -1.14432, 7.74226)  0.0573
H (8.53866, -1.57548, 6.69144)  0.0476
Br (6.08844, -4.41723, -9.59761)  0.6182
C (5.21428, -5.90388, -8.69740)  -0.6858
C (3.71436, -5.82380, -8.80193)  -0.6975
Br (2.95285, -4.49480, -7.60528)  0.6021
H (5.56146, -5.89633, -7.66910)  0.0522
H (5.58089, -6.79646, -9.19992)  0.0541
H (3.27204, -6.77053, -8.49894)  0.0545
H (3.38174, -5.57329, -9.80428)  0.0494

Values from the calculation:
LUMO level   1.45 eV
Kohn-Sham gap   0.2092 Eh
HOMO   -4.247 eV
Multiplicity   1
Electronic energy   -65104.63713 Ha
Charge   -1